[1]
Formula: C4H13N
Source: the Open Molecules 2025 dataset
Level of theory: ωB97M-V/def2-TZVPD

As for the structure (SMILES): CCN.CC. As for the spin multiplicity: 1.

The geometry in XYZ format:
```
18
Properties=species:S:1:pos:R:3:forces:R:3:lowdin_charge:R:1
C 0.186 0.585 2.927 1.995 -5.162 -2.155 -0.10
C 1.239 -0.079 3.836 1.207 4.111 2.898 -0.26
N 2.612 0.704 3.858 -0.446 -2.215 -2.085 -0.05
H 0.006 1.522 3.186 -1.296 4.003 1.389 0.01
H 0.718 0.626 1.970 0.033 0.347 -0.145 0.07
H -0.678 -0.031 2.612 0.081 0.383 0.991 0.08
H 1.013 -0.098 4.971 -0.216 -0.104 -1.913 0.12
H 1.590 -1.007 3.575 0.112 -2.385 -0.849 0.05
H 2.572 1.681 4.001 -0.728 1.175 0.480 0.01
H 3.055 0.639 2.899 -0.743 -0.152 1.388 0.07
C -2.292 -0.853 -4.001 2.842 1.634 2.419 -0.15
C -0.848 -0.413 -4.521 -0.448 2.868 -0.568 -0.17
H -2.952 -1.300 -4.638 -1.260 -1.284 -2.167 0.01
H -2.846 0.063 -3.604 0.912 -1.325 -0.216 0.08
H -2.052 -1.578 -3.198 -0.738 0.512 -0.121 0.06
H -0.837 0.712 -4.302 0.107 -1.259 -0.659 0.07
H 0.050 -0.689 -3.971 -0.465 -0.886 0.396 0.04
H -0.536 -0.485 -5.601 -0.950 -0.260 0.918 0.06
```
Positions in Å, forces in eV/Å.


[2]
Formula: C4H13N
Source: the Open Molecules 2025 dataset
Level of theory: ωB97M-V/def2-TZVPD

As for the structure (SMILES): CCC.CN. As for the spin multiplicity: 1.

The geometry in XYZ format:
```
18
Properties=species:S:1:pos:R:3:forces:R:3:lowdin_charge:R:1
C -1.818 -1.743 -1.883 -0.570 1.074 0.095 -0.11
C -0.777 -0.829 -1.214 1.577 -0.056 -0.437 -0.30
C -0.537 0.571 -1.823 0.836 -0.254 -0.923 -0.13
H -1.312 -2.512 -2.427 0.264 -0.589 -0.274 0.05
H -2.522 -2.220 -1.219 -0.216 -0.012 0.325 0.06
H -2.378 -1.184 -2.633 -0.209 0.052 0.104 0.07
H -0.694 -0.761 -0.120 -0.862 -0.271 -0.208 0.08
H 0.131 -1.393 -1.488 0.235 0.558 0.486 0.09
H 0.333 1.065 -1.379 -0.103 -0.186 0.359 0.06
H -1.313 1.329 -1.847 -0.567 -0.318 0.303 0.06
H -0.204 0.442 -2.869 -0.380 0.005 0.187 0.07
C 2.166 1.065 2.756 0.181 0.336 0.990 -0.21
N 0.751 1.205 2.532 -0.785 0.153 -1.070 -0.08
H 2.483 0.069 3.088 0.097 0.045 0.036 0.06
H 2.737 1.335 1.873 -0.113 -0.080 -0.290 0.06
H 2.469 1.809 3.516 -0.072 -0.455 -0.188 0.07
H 0.113 1.172 3.307 0.426 -0.039 0.504 0.05
H 0.374 0.582 1.829 0.261 0.039 0.001 0.04
```
Positions in Å, forces in eV/Å.


[3]
Formula: C4H13N
Source: the Open Molecules 2025 dataset
Level of theory: ωB97M-V/def2-TZVPD

As for the spin multiplicity: 2. The net charge is +1.

The geometry in XYZ format:
```
18
Properties=species:S:1:pos:R:3:forces:R:3:lowdin_spin:R:1
C 0.067 0.616 2.798 0.737 0.336 -3.306 0.13
N 1.421 0.443 3.242 -2.544 2.596 2.413 0.73
H -0.368 -0.342 2.447 0.066 0.205 0.070 0.05
H 0.119 1.365 1.968 -0.419 -1.023 0.380 0.00
H -0.633 1.006 3.525 0.061 -0.142 1.124 0.05
H 1.376 0.339 4.255 0.923 -1.536 0.300 0.02
H 1.949 1.304 3.108 1.169 -0.442 -1.024 0.02
C -1.740 -0.532 -1.803 -1.575 -0.968 -1.018 0.00
C -0.493 -0.576 -2.733 -0.560 0.537 1.275 0.00
C 0.729 -0.106 -1.902 0.042 0.612 0.321 0.00
H -1.687 -1.069 -0.857 1.021 0.193 0.367 0.00
H -2.650 -1.143 -2.180 1.214 1.613 -0.171 0.00
H -1.971 0.539 -1.604 -0.258 -0.855 -0.125 0.00
H -0.689 0.068 -3.621 0.273 -0.201 0.777 0.00
H -0.289 -1.562 -3.151 -0.063 -0.074 0.252 0.00
H 1.487 0.246 -2.592 0.587 -0.244 0.189 0.00
H 0.622 0.707 -1.144 -0.891 0.204 -1.043 0.00
H 1.099 -0.833 -1.175 0.218 -0.812 -0.779 0.00
```
Positions in Å, forces in eV/Å.


[4]
Formula: C4H13N2
Source: the Open Molecules 2025 dataset
Level of theory: ωB97M-V/def2-TZVPD

As for the spin multiplicity: 1. The net charge is +1.

The geometry in XYZ format:
```
19
Properties=species:S:1:pos:R:3:forces:R:3:lowdin_charge:R:1
C 0.945 0.021 2.133 0.113 2.211 0.468 0.02
C 0.055 -0.232 0.865 -2.503 -1.611 -1.239 -0.42
C 0.770 -1.080 -0.195 0.938 0.578 -1.933 -0.14
C -0.171 -1.196 -1.446 0.341 0.399 2.248 -0.25
N -0.110 0.012 -2.180 -0.183 2.671 1.503 0.10
N -0.327 1.004 0.286 2.467 -1.757 0.039 0.31
H 1.698 0.812 1.975 -0.153 -0.515 -0.489 0.10
H 0.197 0.547 2.724 0.448 -0.669 1.180 0.09
H 1.474 -0.860 2.532 -0.946 0.068 -0.335 0.12
H -0.894 -0.883 1.237 1.673 1.611 -0.405 0.21
H 1.138 -2.066 0.142 -0.756 0.433 0.367 0.14
H 1.718 -0.561 -0.527 -0.991 -0.317 0.240 0.15
H 0.154 -2.039 -2.003 0.001 -0.761 -0.766 0.12
H -1.230 -1.296 -1.109 0.431 -0.931 -0.162 0.14
H -0.544 0.045 -3.075 -0.787 -0.369 -0.699 0.10
H -0.454 0.872 -1.591 1.376 -1.372 -0.901 0.12
H -1.147 1.416 0.665 -1.474 0.335 0.883 0.10
H -4.220 6.057 1.760 0.262 0.373 -0.796 0.00
H -4.425 5.764 2.383 -0.261 -0.375 0.796 0.00
```
Positions in Å, forces in eV/Å.


For each record above, in turn, the calculated ΔE to the lowest compared entry with this formula, charge and spin values are 34.1, 11.8, 30.0, 171.3 kcal per mole.
For each record above, in turn, the calculated electronic energy values are -5847.151, -5848.120, -5838.232, -7326.059 eV.